(1)
Here is a molecular structure, C38H24BF4N5S2Tl at a distorted geometry from the Open Molecules 2025 dataset. Energies are from ωB97M-V/def2-TZVPD.

Each line ends with the Löwdin charge.
Geometry (Å):
Tl1 -1.67 0.07 0.07  0.965
C1 -6.18 1.90 -0.99  -0.073
C2 -4.91 1.64 -0.48  -0.147
N1 -4.44 0.42 -0.18  0.031
C3 -5.23 -0.67 -0.40  -0.146
C4 -6.55 -0.49 -0.86  -0.182
C5 -7.03 0.82 -1.04  -0.031
C6 -7.36 -1.63 -1.03  -0.095
C7 -6.84 -2.90 -0.79  -0.081
C8 -5.44 -3.08 -0.51  -0.045
C9 -4.59 -2.01 -0.32  -0.243
N2 -3.25 -2.07 -0.02  -0.034
C10 -2.56 -3.16 -0.45  -0.265
C11 -2.85 -3.87 -1.67  -0.059
C12 -2.15 -5.08 -2.04  -0.102
C13 -1.32 -5.73 -1.12  -0.079
C14 -0.86 -4.98 0.04  -0.168
C15 0.18 -5.48 0.89  -0.033
C16 0.62 -4.69 1.93  -0.047
C17 -0.07 -3.45 2.15  -0.105
N3 -1.03 -3.03 1.36  0.112
C18 -1.52 -3.77 0.38  -0.190
H1 -6.47 2.87 -1.36  0.100
H2 -4.30 2.50 -0.30  0.091
H3 -8.04 1.04 -1.33  0.105
H4 -8.36 -1.61 -1.46  0.093
H5 -7.60 -3.70 -0.89  0.099
H6 -4.99 -4.05 -0.60  0.093
H7 -3.51 -3.43 -2.44  0.109
H8 -2.21 -5.41 -3.11  0.098
H9 -0.67 -6.52 -1.41  0.066
H10 0.59 -6.47 0.59  0.112
H11 1.33 -4.97 2.67  0.079
H12 0.22 -2.76 2.90  0.086
S1 2.00 4.44 5.09  1.086
C19 2.85 5.10 6.48  -0.362
C20 4.06 5.59 6.06  -0.208
C21 4.32 5.37 4.68  -0.143
C22 3.33 4.68 4.08  -0.522
C23 3.33 4.10 2.74  -0.201
C24 2.20 3.41 2.27  -0.085
N4 2.08 2.97 1.05  0.164
C25 3.11 3.11 0.18  -0.124
C26 4.28 3.83 0.52  -0.149
C27 5.24 4.00 -0.51  -0.007
C28 5.13 3.21 -1.71  -0.014
C29 4.01 2.41 -1.98  -0.154
C30 3.92 1.59 -3.16  0.061
C31 2.90 0.62 -3.21  -0.220
C32 1.96 0.64 -2.15  -0.062
N5 2.06 1.41 -1.08  0.153
C33 3.00 2.27 -1.01  -0.201
C34 2.85 -0.49 -4.11  -0.457
C35 2.19 -1.72 -3.78  -0.105
C36 2.09 -2.61 -4.84  -0.192
C37 2.58 -2.09 -6.00  -0.435
S2 3.29 -0.53 -5.83  1.007
C38 4.38 4.30 1.87  0.049
H13 2.33 5.19 7.45  0.069
H14 4.76 6.13 6.68  0.096
H15 5.18 5.78 4.16  0.104
H16 1.50 3.07 2.97  0.062
H17 6.13 4.51 -0.37  0.076
H18 6.00 3.30 -2.39  0.109
H19 4.68 1.68 -3.88  0.100
H20 1.07 -0.07 -2.15  0.117
H21 1.90 -1.86 -2.72  0.118
H22 1.90 -3.65 -4.76  0.097
H23 2.55 -2.56 -6.96  0.054
H24 5.24 4.91 2.22  0.121
F1 -1.44 0.96 2.57  -0.108
B1 -0.22 0.37 3.20  -1.176
F2 0.46 1.36 3.93  0.094
F3 0.53 -0.28 2.16  0.006
F4 -0.67 -0.66 4.07  0.069

Net charge: -1
Total energy in eV: -85163.7318
ΔE to the lowest compared entry with this formula, charge and spin in kcal/mol: 2.5


(2)
Here is 2 unconnected molecules or ions with the total composition C5H14 at a distorted geometry from the Open Molecules 2025 dataset. Energies are from ωB97M-V/def2-TZVPD.

Each line ends with the Löwdin charge.
Geometry (Å):
C1 -1.15 -0.31 -0.66  -0.297
C2 -1.65 -1.69 -0.06  -0.077
C3 -2.05 0.55 -1.62  -0.121
H1 -0.84 0.32 0.08  0.046
H2 -0.33 -0.51 -1.32  0.072
H3 -2.26 -2.15 -0.81  0.054
H4 -1.60 1.51 -1.68  0.036
H5 -2.32 0.10 -2.62  0.078
H6 -2.03 -1.60 0.89  0.025
H7 -0.70 -2.32 0.00  0.090
H8 -3.12 0.70 -1.15  0.094
C4 2.37 0.78 0.33  -0.187
C5 2.22 0.61 1.85  -0.208
H9 3.36 0.44 0.07  0.051
H10 1.55 0.17 -0.11  0.041
H11 2.17 1.79 -0.07  0.071
H12 2.15 -0.51 2.09  0.068
H13 3.02 0.97 2.59  0.068
H14 1.20 1.16 2.21  0.099

SMILES: CCC.CC
Total energy in eV: -5410.7919
ΔE to the lowest compared entry with this formula, charge and spin in kcal/mol: 29.0


(3)
Here is C2H4N2 in the gas phase at a distorted geometry from the Open Molecules 2025 dataset. Energies are from ωB97M-V/def2-TZVPD.

Each line ends with the Löwdin charge.
Geometry (Å):
C1 -1.63 -0.08 0.06  -0.057
C2 1.65 0.08 -0.01  -0.040
H1 -2.54 0.47 -0.30  0.072
H2 -1.77 -0.79 0.93  0.079
H3 1.62 1.21 0.21  0.085
H4 2.61 -0.39 0.15  0.043
N1 -0.55 0.09 -0.63  -0.104
N2 0.60 -0.58 -0.42  -0.079

SMILES: C=NN=C
Total energy in eV: -5116.6230
ΔE to the lowest compared entry with this formula, charge and spin in kcal/mol: 53.9


(4)
Here is a molecular structure, C4H7O3PPd at a distorted geometry from the Open Molecules 2025 dataset. Energies are from ωB97M-V/def2-TZVPD.

Each line ends with the Löwdin charge.
Geometry (Å):
O1 2.71 -1.08 0.30  -0.394
P1 1.53 -0.52 -0.64  1.004
C1 -0.02 -0.36 0.42  -0.363
C2 -0.24 1.24 0.55  -0.172
O2 -1.70 1.32 0.51  -0.024
C3 -2.07 0.44 -0.60  -0.300
O3 -2.67 0.70 -1.64  0.196
C4 -1.42 -0.96 -0.10  -0.027
H1 1.41 -1.40 -1.76  0.106
H2 1.94 0.80 -1.10  0.078
H3 0.21 -0.79 1.46  0.141
H4 0.12 1.82 -0.40  0.143
H5 0.29 1.50 1.53  0.144
H6 -1.99 -1.48 0.77  0.165
H7 -1.43 -1.74 -0.94  0.143
Pd1 3.33 0.50 1.63  1.159

Net charge: +2
Total energy in eV: -23146.7427


(5)
Here is C2H5N3 in the gas phase at a distorted geometry from the Open Molecules 2025 dataset. Energies are from ωB97M-V/def2-TZVPD.

Each line ends with the Löwdin charge.
Geometry (Å):
C1 -1.52 0.26 -1.15  -0.049
C2 1.31 -0.23 0.90  -0.316
H1 -2.61 0.47 -1.05  0.075
H2 -1.15 0.08 -2.15  0.057
H3 0.89 -0.43 -1.17  0.168
H4 2.26 -0.74 0.67  0.110
H5 0.02 0.30 2.19  0.027
N1 -0.75 0.30 -0.13  -0.064
N2 0.57 0.04 -0.25  -0.076
N3 0.97 -0.06 2.13  0.069

SMILES: [H]/N=C\NN=C
Total energy in eV: -6623.5505
ΔE to the lowest compared entry with this formula, charge and spin in kcal/mol: 32.0


(6)
Here is C4H5NO2 in the gas phase at a distorted geometry from the Open Molecules 2025 dataset. Energies are from ωB97M-V/def2-TZVPD.

Each line ends with the Löwdin charge.
Geometry (Å):
C1 -0.90 -2.17 0.63  -0.109
C2 -0.29 -0.14 0.04  -0.288
C3 0.80 -0.30 -0.80  -0.002
C4 0.71 1.80 -0.26  -0.385
H1 -1.54 -2.64 1.51  0.145
H2 0.07 -2.49 0.90  0.076
H3 -1.17 -2.27 -0.44  0.114
H4 1.02 -1.17 -1.49  0.123
H5 1.10 2.95 -0.34  0.196
N1 1.53 1.03 -0.78  0.076
O1 -1.23 -0.84 0.74  -0.044
O2 -0.29 1.25 0.22  0.099

SMILES: COc1cnco1
Total energy in eV: -9810.4089
ΔE to the lowest compared entry with this formula, charge and spin in kcal/mol: 90.1